This record from the Open Molecules 2025 dataset describes C22H40BBeF2KLiMgN3NaO14P2 as an isolated structure. The level of theory is the ωB97M-V functional and the def2-TZVPD basis.

Its electronic energy is -108073.55454 eV. Its net charge is -1. The lowest unoccupied orbital energy comes out at -0.0947 Eh. As for the multiplicity: 1. The orbital gap comes out at 2.42 eV. For the HOMO energy, the calculation gives -5.00 eV.

Each line ends with the Löwdin charge.
Atoms and positions in Å:
1 C 5.18 -1.76 1.34  -0.100
2 C 5.64 -2.83 0.33  -0.269
3 C 6.57 -2.33 -0.77  -0.207
4 C 5.97 -1.53 -1.95  -0.179
5 C 4.45 -1.28 -1.97  -0.205
6 C 4.03 0.02 -1.28  -0.199
7 C 2.90 0.73 -2.01  -0.199
8 C 1.52 0.10 -1.78  -0.186
9 C 0.40 1.05 -1.32  -0.185
10 C -0.41 0.51 -0.14  -0.191
11 C -1.80 1.13 -0.11  -0.281
12 C -2.87 0.28 -0.84  -0.266
13 C -4.27 0.38 -0.19  -0.279
14 C -4.79 -0.96 0.35  -0.181
15 C -5.84 -1.64 -0.54  -0.286
16 N -5.30 -2.80 -1.24  -0.273
17 O -6.43 -3.80 -1.40  -0.160
18 C -6.77 -3.91 -2.62  -0.440
19 N -7.07 -4.02 -3.73  0.113
20 H 5.63 -0.79 1.14  0.048
21 H 4.10 -1.66 1.31  0.054
22 H 5.43 -2.05 2.35  0.062
23 H 4.79 -3.38 -0.08  0.087
24 H 6.20 -3.57 0.89  0.092
25 H 7.04 -3.22 -1.19  0.092
26 H 7.37 -1.77 -0.29  0.106
27 H 6.25 -2.03 -2.88  0.094
28 H 6.43 -0.55 -1.96  0.106
29 H 3.87 -2.13 -1.63  0.095
30 H 4.19 -1.15 -3.02  0.094
31 H 3.67 -0.15 -0.27  0.094
32 H 4.86 0.73 -1.31  0.091
33 H 3.11 0.71 -3.08  0.101
34 H 2.90 1.79 -1.75  0.096
35 H 1.18 -0.30 -2.74  0.076
36 H 1.61 -0.69 -1.03  0.101
37 H -0.30 1.14 -2.15  0.072
38 H 0.76 2.04 -1.07  0.126
39 H 0.13 0.75 0.77  0.118
40 H -0.51 -0.58 -0.19  0.100
41 H -2.15 1.21 0.92  0.104
42 H -1.79 2.16 -0.52  -0.032
43 H -2.94 0.55 -1.90  0.045
44 H -2.55 -0.76 -0.80  0.100
45 H -5.00 0.72 -0.93  0.058
46 H -4.30 1.08 0.65  0.048
47 H -5.23 -0.80 1.33  0.082
48 H -3.97 -1.67 0.50  0.067
49 H -6.65 -2.00 0.10  0.112
50 H -6.31 -0.94 -1.24  0.103
51 C -2.05 1.36 -6.27  -0.110
52 C -1.66 0.59 -5.02  -0.385
53 O -1.66 1.39 -3.88  -0.147
54 H -1.36 2.21 -6.40  -0.120
55 H -2.02 0.73 -7.17  0.082
56 H -3.06 1.76 -6.17  0.097
57 H -0.63 0.22 -5.13  0.043
58 H -2.34 -0.28 -4.87  0.132
59 H -2.54 1.75 -3.73  0.040
60 Li -0.13 -1.17 -5.48  0.838
61 O 6.80 4.12 -0.50  -0.245
62 P 5.65 4.05 -1.50  -0.130
63 O 5.85 2.86 -2.43  -0.269
64 O 5.59 5.32 -2.34  -0.140
65 O 4.34 3.89 -0.72  -0.149
66 Be -0.26 4.07 -6.09  0.315
67 Mg -3.56 2.78 -1.07  0.651
68 O -4.33 1.46 2.87  -0.378
69 P -5.67 1.13 3.53  -0.087
70 O -5.59 -0.26 4.16  -0.164
71 O -6.81 1.13 2.52  -0.060
72 O -6.05 2.17 4.57  -0.054
73 K -3.93 -4.37 -0.10  0.894
74 Na -3.16 -0.36 3.60  0.644
75 C 8.61 3.19 2.47  -0.070
76 C 7.59 2.38 1.82  -0.287
77 N 6.77 1.78 1.30  0.158
78 H 8.50 4.22 2.16  0.083
79 H 8.49 3.13 3.56  0.076
80 H 9.60 2.84 2.20  0.078
81 B -5.42 -1.40 9.42  -1.049
82 O -6.69 -1.49 8.63  0.210
83 C -6.42 -1.67 7.36  -0.414
84 O -7.21 -1.80 6.47  0.128
85 C -4.88 -1.72 7.21  -0.413
86 O -4.26 -1.88 6.18  0.074
87 O -4.34 -1.57 8.39  0.213
88 F -5.35 -2.43 10.35  0.146
89 F -5.31 -0.17 10.04  0.152